Record 1
ORCA calculation (the ωB97M-V functional and the def2-TZVPD basis) on C23H22N3O9PS2W as an isolated structure at a distorted geometry.

```
61
Properties=species:S:1:pos:R:3:forces:R:3
W 0.094 -0.087 -0.177 0.40 -0.50 -1.38
C 1.433 -6.028 -2.167 0.03 0.03 -0.04
C 0.352 -5.579 -1.220 0.02 0.00 0.06
O -0.152 -4.287 -1.679 0.01 0.14 0.02
P -0.499 -3.141 -0.667 0.01 -0.54 -0.41
S -1.221 -1.633 -1.763 0.37 0.27 0.43
S 1.096 -2.414 0.298 -0.23 0.45 0.09
O -1.518 -3.824 0.296 -0.10 -0.22 0.00
C -1.853 -3.512 1.676 0.01 0.06 0.10
C -2.368 -4.769 2.327 -0.01 -0.05 -0.05
H 1.776 -7.024 -1.884 -0.02 0.03 -0.01
H 2.284 -5.347 -2.137 -0.03 -0.02 0.00
H 1.053 -6.067 -3.187 0.01 -0.02 0.02
H 0.730 -5.474 -0.201 0.01 -0.01 0.01
H -0.498 -6.257 -1.208 -0.03 -0.02 0.01
H -2.598 -2.723 1.661 -0.05 0.02 0.00
H -0.955 -3.136 2.165 0.01 0.02 0.02
H -3.225 -5.162 1.777 0.02 0.01 0.04
H -2.687 -4.541 3.346 0.03 0.00 -0.05
H -1.595 -5.537 2.369 -0.03 0.03 0.00
O -2.250 -0.363 3.051 -0.07 0.06 0.35
C -1.566 0.048 2.167 0.07 0.19 -0.17
O -1.255 -0.616 1.065 -1.63 -0.47 1.07
C -0.980 1.438 2.085 -0.76 -0.44 0.57
C -1.131 2.353 3.114 -0.17 0.10 0.48
C -0.578 3.591 2.970 -0.13 -0.02 0.31
C 0.121 3.903 1.797 0.17 0.12 -0.27
C 0.722 5.176 1.611 -0.11 -0.14 0.14
C 1.410 5.453 0.474 0.13 -0.05 -0.28
C 1.540 4.456 -0.524 0.11 0.30 0.05
C 0.979 3.223 -0.378 -0.09 -0.15 0.07
C 0.239 2.915 0.788 0.04 0.22 -0.13
N -0.363 1.687 0.960 0.73 0.75 -0.14
H -1.672 2.045 3.999 0.01 0.01 -0.04
H -0.662 4.335 3.754 -0.01 -0.03 -0.03
H 0.630 5.915 2.399 -0.03 -0.05 -0.03
H 1.865 6.424 0.334 0.01 -0.06 -0.03
H 2.106 4.669 -1.424 -0.01 0.02 0.06
H 1.112 2.490 -1.156 -0.02 -0.04 -0.03
O 6.216 0.805 -0.211 0.03 0.01 0.00
C 5.043 0.622 -0.190 -0.03 -0.05 -0.01
C 4.099 0.512 -1.424 0.10 0.02 0.08
O 4.402 0.636 -2.576 -0.01 -0.01 -0.05
C 2.786 0.294 -0.816 -0.04 0.26 -0.46
C 2.790 0.308 0.533 0.15 0.02 0.49
O 1.631 0.215 1.139 0.13 -0.15 -0.27
C 4.156 0.484 1.083 0.01 0.00 0.02
O 4.511 0.538 2.223 0.02 0.02 0.01
O 1.575 0.194 -1.367 0.73 0.12 -0.85
C -3.370 3.659 -2.715 0.08 -0.18 -0.02
N -2.336 2.631 -2.553 -0.05 0.20 -0.16
C -1.492 2.154 -3.540 -0.20 0.16 0.08
C -0.677 1.252 -2.949 -0.10 -0.01 0.07
N -1.017 1.180 -1.610 0.63 -0.47 0.32
C -2.013 2.024 -1.411 -0.18 0.06 -0.14
H -3.362 3.991 -3.748 0.00 0.00 -0.02
H -3.162 4.507 -2.069 0.04 0.00 0.02
H -4.348 3.246 -2.482 -0.02 -0.02 0.00
H -1.553 2.493 -4.560 -0.01 0.02 0.04
H 0.115 0.658 -3.368 0.04 -0.02 0.02
H -2.521 2.198 -0.477 0.01 0.02 0.00
```
Forces are in eV/Å.

## Properties
**F_max**: 0.039 Eh/bohr
**Charge**: +1
**ΔE to the lowest compared entry with this formula, charge and spin**: 2.4 kcal/mol
**2S+1**: 2
**HOMO-LUMO gap (spin up / spin down)**: 6.330 / 6.979 eV

---

Record 2
ORCA calculation (the ωB97M-V functional and the def2-TZVPD basis) on one molecule with the formula C6H10O at a distorted geometry.

```
17
Properties=species:S:1:pos:R:3:forces:R:3
C 1.766 -0.668 0.052 0.07 -0.01 -0.03
C 0.529 0.113 0.473 0.03 -0.01 0.01
C 0.168 1.313 -0.470 -0.08 -0.21 -0.39
C -1.373 1.340 -0.524 -0.18 -0.81 0.31
C -1.784 0.327 0.281 0.09 -0.09 0.85
C -0.752 -0.727 0.521 0.20 0.04 0.61
O -0.814 -1.741 -0.483 -0.14 0.13 -0.11
H 1.677 -1.026 -0.979 0.03 0.05 0.12
H 2.661 -0.043 0.114 -0.08 -0.05 -0.02
H 1.914 -1.545 0.690 0.00 0.12 -0.06
H 0.671 0.477 1.500 0.04 0.10 -0.22
H 0.650 1.251 -1.448 0.01 -0.18 -0.06
H 0.562 2.247 -0.028 -0.52 -0.26 -0.27
H -2.255 0.788 -1.099 0.77 2.21 -0.89
H -2.791 0.349 0.663 -0.53 -0.85 -0.32
H -0.931 -1.259 1.449 0.36 -0.16 0.21
H -0.656 -1.345 -1.353 -0.07 -0.01 0.28
```
Forces are in eV/Å.

## Properties
**F_max**: 0.049 Eh/bohr
**ΔE to the lowest compared entry with this formula, charge and spin**: 73.6 kcal/mol
**HOMO-LUMO gap**: 9.516 eV
**SMILES**: C[C@H]1CC=C[C@H]1O

---

Record 3
ORCA calculation (the ωB97M-V functional and the def2-TZVPD basis) on a 4-piece molecular cluster, C4H15NO5 overall at a distorted geometry.

```
25
Properties=species:S:1:pos:R:3:forces:R:3
C 2.568 -1.257 -0.225 -0.17 0.06 -0.11
N 2.817 -0.069 0.652 -0.08 -0.65 0.02
O 2.242 0.947 0.329 0.05 0.30 -0.03
O 3.557 -0.193 1.598 0.09 0.04 0.08
H 1.495 -1.286 -0.395 0.05 0.07 -0.21
H 2.900 -2.188 0.219 0.21 0.23 0.31
H 3.117 -1.051 -1.139 -0.14 -0.06 -0.10
C -0.405 2.696 0.472 1.15 0.00 0.91
O -0.385 1.895 -0.685 -1.08 -0.31 -0.82
H -1.400 2.785 0.900 -0.21 -0.20 -0.48
H 0.216 2.214 1.238 -0.10 0.17 0.04
H 0.006 3.698 0.311 -0.14 -0.02 -0.20
H 0.469 1.861 -1.116 0.41 0.30 0.46
C -0.426 -1.091 2.304 -0.11 1.26 0.05
O -1.352 -0.390 1.489 -0.22 -0.13 0.07
H 0.215 -0.349 2.803 0.24 -0.22 -0.09
H -0.995 -1.558 3.105 0.07 -0.45 -0.16
H 0.199 -1.786 1.745 -0.10 -0.29 0.09
H -1.100 -0.357 0.559 0.00 -0.14 0.05
C -2.544 -0.951 -2.518 0.42 -0.32 -0.49
O -1.641 -0.602 -1.479 -0.14 0.32 -0.26
H -3.266 -0.183 -2.809 0.05 0.21 0.44
H -1.971 -1.181 -3.425 -0.16 -0.19 0.00
H -3.088 -1.839 -2.209 0.00 -0.03 0.05
H -1.228 0.236 -1.727 -0.10 0.07 0.39
```
Forces are in eV/Å.

## Properties
**F_max**: 0.029 Eh/bohr
**ΔE to the lowest compared entry with this formula, charge and spin**: 113.7 kcal/mol
**HOMO-LUMO gap**: 9.859 eV
**SMILES**: C[N+](=O)[O-].CO.CO.CO